# 1
{
  "formula": "C12H20FeN3O5",
  "method": "ωB97M-V/def2-TZVPD",
  "species": ["Fe", "O", "H", "C", "O", "N", "C", "C", "H", "H", "H", "H", "H", "H", "H", "C", "O", "N", "C", "C", "H", "H", "H", "H", "H", "H", "H", "C", "C", "C", "C", "C", "C", "N", "O", "O", "H", "H", "H", "H", "H"],
  "xyz": [[0.112, 3.991, 0.479], [0.366, 2.070, 0.401], [0.221, 1.183, 0.018], [2.245, 0.843, 2.861], [3.354, 0.299, 2.801], [1.812, 1.682, 3.825], [2.766, 2.021, 4.917], [0.541, 2.411, 3.865], [1.518, 0.744, 2.041], [2.525, 3.003, 5.326], [3.769, 1.877, 4.516], [2.503, 1.336, 5.723], [0.049, 2.241, 4.822], [0.773, 3.476, 3.868], [-0.110, 2.182, 3.022], [-2.565, 0.348, -1.567], [-2.482, 0.835, -2.701], [-3.774, 0.134, -0.970], [-3.809, -0.415, 0.401], [-5.052, 0.294, -1.757], [-1.797, 0.095, -0.819], [-4.664, -0.043, 0.965], [-2.913, -0.350, 1.018], [-3.904, -1.490, 0.556], [-5.689, -0.589, -1.702], [-5.695, 1.107, -1.421], [-4.890, 0.451, -2.824], [0.834, -0.524, -2.094], [2.101, -0.537, -2.589], [2.789, -1.625, -2.977], [2.158, -2.875, -3.034], [0.845, -2.926, -2.510], [0.195, -1.766, -2.014], [2.890, -4.082, -3.523], [3.986, -3.862, -4.007], [2.484, -5.157, -3.421], [0.364, 0.375, -1.724], [2.691, 0.354, -2.748], [3.802, -1.450, -3.308], [0.407, -3.867, -2.210], [-0.756, -1.796, -1.504]],
  "atomic_forces_ev_per_a": [[0.50, -4.36, -0.33], [-0.48, 3.57, 0.30], [-0.03, 0.79, -0.02], [1.14, -0.52, -0.88], [-1.74, 0.92, 0.44], [0.40, 0.93, 0.73], [-1.36, -0.80, -0.30], [0.96, -0.37, -0.05], [-0.12, -0.21, 0.11], [0.37, 0.23, -0.43], [-0.06, 0.17, 0.46], [0.69, -0.18, 0.19], [-0.28, -0.23, -0.15], [0.00, 0.41, -0.15], [0.02, -0.35, 0.09], [-2.26, 1.16, -1.24], [1.04, -0.89, 1.84], [-0.47, -0.54, 0.10], [-0.66, -0.66, 0.41], [0.18, -0.35, 0.34], [0.70, 0.10, -0.52], [0.17, 0.53, -0.11], [0.38, 1.27, -0.44], [-0.53, -0.53, -1.23], [0.35, -0.31, 0.32], [0.43, 0.25, 0.37], [0.66, 0.04, 0.29], [-0.92, -1.39, 0.27], [0.92, 2.31, -0.06], [0.69, -2.30, -1.38], [-1.32, 1.04, 1.05], [0.40, 0.15, 0.96], [1.03, 0.05, -0.35], [2.54, 3.68, -0.42], [0.45, 1.07, -0.23], [-3.16, -4.01, 0.99], [-0.11, 0.13, -0.33], [-0.31, 0.54, 0.44], [0.03, -0.51, -0.14], [-0.12, -0.30, -0.70], [-0.12, -0.53, -0.21]],
  "s2": 6.01,
  "spin_multiplicity": 5,
  "e_homo_ev": [-12.036, -12.036],
  "total_energy_ha": -2272.8890,
  "total_charge": 1,
  "homo_lumo_gap_ha": [0.1538, 0.1494]
}

# 2
{
  "formula": "C5H14",
  "method": "ωB97M-V/def2-TZVPD",
  "species": ["C", "C", "C", "H", "H", "H", "H", "H", "H", "H", "H", "C", "C", "H", "H", "H", "H", "H", "H"],
  "xyz": [[-1.199, 0.013, 0.869], [-1.177, 1.301, 0.062], [-0.522, 2.439, 0.880], [-1.609, 0.140, 1.873], [-1.539, -0.817, 0.263], [-0.182, -0.270, 1.162], [-0.653, 1.156, -0.880], [-2.185, 1.625, -0.213], [-0.267, 2.118, 1.886], [0.426, 2.695, 0.389], [-1.018, 3.408, 0.859], [0.548, -1.760, -1.268], [1.896, -1.690, -0.553], [0.387, -0.718, -1.554], [0.622, -2.487, -2.074], [-0.334, -2.018, -0.693], [2.126, -2.623, -0.025], [1.962, -0.969, 0.263], [2.720, -1.545, -1.245]],
  "atomic_forces_ev_per_a": [[1.14, 0.09, 0.16], [-0.39, 0.73, 0.67], [1.11, 0.10, -1.10], [-0.94, -0.13, -0.37], [-0.71, -0.11, 0.47], [0.28, 0.11, -0.43], [0.10, -0.04, 0.00], [-0.10, -0.29, 0.04], [-0.24, 0.18, 0.16], [0.13, -0.20, 0.27], [-0.56, -0.24, 0.31], [0.61, 0.75, 0.19], [0.06, -1.26, 1.17], [-0.38, -0.33, -0.91], [-0.14, 0.40, -0.41], [0.33, -0.32, 0.48], [-0.04, -0.14, -0.24], [-0.20, 0.42, -0.34], [-0.05, 0.27, -0.14]],
  "e_homo_ev": -11.044,
  "smiles": "CCC.CC",
  "total_energy_ha": -198.8679,
  "relative_energy_kcal_mol": 13.3,
  "homo_lumo_gap_ha": 0.4491
}

# 3
{
  "formula": "C14H16F2NO8P2RuTe",
  "method": "ωB97M-V/def2-TZVPD",
  "species": ["Ru", "O", "P", "O", "O", "O", "P", "O", "O", "O", "H", "H", "C", "Te", "C", "C", "C", "C", "C", "C", "C", "H", "H", "H", "H", "H", "H", "H", "H", "O", "N", "C", "C", "C", "C", "C", "H", "H", "H", "H", "H", "F", "C", "F", "H"],
  "xyz": [[0.973, 1.684, -1.000], [-1.521, 4.321, -3.032], [-0.548, 3.371, -2.212], [0.782, 3.969, -1.890], [-0.464, 2.020, -2.863], [-1.368, 3.103, -0.815], [-0.812, 3.423, 0.699], [-1.464, 2.126, 1.460], [-1.429, 4.647, 1.219], [0.688, 3.167, 0.667], [-1.491, 5.229, -2.699], [-2.174, 2.463, 2.021], [-0.061, -1.211, 1.870], [1.162, 0.509, 1.587], [2.785, -0.875, 1.758], [2.218, -2.147, 2.332], [3.047, -3.172, 2.786], [2.508, -4.351, 3.271], [1.128, -4.519, 3.309], [0.298, -3.503, 2.867], [0.836, -2.313, 2.378], [-0.514, -1.464, 0.914], [-0.852, -0.961, 2.574], [3.544, -0.424, 2.394], [3.233, -1.043, 0.780], [4.123, -3.035, 2.763], [3.162, -5.139, 3.621], [0.702, -5.442, 3.682], [-0.780, -3.623, 2.907], [-0.427, -0.115, -0.874], [-1.506, -0.120, -1.655], [-2.671, 0.290, -1.138], [-3.812, 0.297, -1.910], [-3.751, -0.134, -3.225], [-2.535, -0.569, -3.727], [-1.419, -0.544, -2.923], [-2.619, 0.633, -0.115], [-4.736, 0.642, -1.469], [-4.631, -0.121, -3.854], [-2.436, -0.914, -4.746], [-0.430, -0.820, -3.249], [3.194, 0.008, -1.568], [2.984, 1.287, -1.181], [3.523, 1.398, 0.085], [3.564, 1.970, -1.799]],
  "atomic_forces_ev_per_a": [[-0.26, -2.13, 2.26], [0.05, -0.04, 0.09], [-0.14, 0.77, -0.30], [0.03, 0.15, -0.31], [0.16, 0.05, -0.02], [0.33, -0.01, -0.05], [-0.39, 0.27, 0.01], [-0.01, 0.11, -0.10], [0.29, -0.06, 0.06], [-0.20, -0.26, -0.70], [-0.01, -0.07, -0.05], [0.05, -0.03, 0.04], [-0.04, -0.10, -0.24], [0.53, 0.32, -0.36], [0.02, -0.13, -0.11], [-0.03, 0.03, 0.00], [0.00, 0.05, 0.02], [0.02, -0.01, 0.00], [-0.03, 0.00, -0.04], [0.03, 0.06, 0.03], [-0.05, -0.01, 0.03], [0.00, 0.00, -0.01], [0.01, 0.06, 0.04], [-0.01, 0.00, 0.04], [-0.05, 0.04, -0.04], [-0.04, -0.02, -0.02], [-0.02, 0.02, 0.00], [0.02, 0.04, 0.01], [0.04, -0.01, -0.01], [0.42, 0.23, -0.59], [-0.01, -0.13, -0.05], [-0.04, 0.15, 0.13], [-0.06, -0.04, -0.01], [0.05, 0.01, 0.01], [-0.03, -0.01, -0.04], [0.07, 0.01, -0.04], [0.06, 0.02, -0.02], [0.04, 0.02, -0.02], [0.00, -0.02, 0.04], [0.02, 0.03, 0.02], [0.04, -0.02, 0.04], [-0.07, -0.29, -0.31], [-1.20, 0.85, 0.91], [0.55, 0.08, 0.05], [-0.14, 0.06, -0.38]],
  "s2": 0.91,
  "spin_multiplicity": 2,
  "e_homo_ev": [-8.777, -8.689],
  "total_energy_ha": -2445.2362,
  "relative_energy_kcal_mol": 56.2,
  "homo_lumo_gap_ha": [0.2641, 0.2877]
}

# 4
{
  "formula": "C5H10O",
  "method": "ωB97M-V/def2-TZVPD",
  "species": ["C", "C", "C", "O", "C", "C", "H", "H", "H", "H", "H", "H", "H", "H", "H", "H"],
  "xyz": [[0.861, -1.365, 0.405], [0.811, 0.168, 0.291], [1.083, 0.676, -1.137], [-0.319, 0.789, -1.400], [-0.576, 0.804, 0.017], [-1.866, 0.138, 0.435], [1.395, -1.684, 1.305], [1.375, -1.792, -0.458], [-0.137, -1.816, 0.434], [1.385, 0.655, 1.088], [1.584, -0.016, -1.824], [1.585, 1.656, -1.174], [-0.581, 1.849, 0.373], [-2.723, 0.658, -0.005], [-1.959, 0.188, 1.527], [-1.916, -0.910, 0.124]],
  "atomic_forces_ev_per_a": [[-0.11, 0.07, 0.13], [0.08, -0.02, -0.01], [0.48, -0.05, 0.00], [-0.26, 0.15, -0.14], [-0.20, -0.02, 0.37], [0.02, -0.01, -0.06], [-0.10, 0.05, -0.14], [0.02, -0.04, 0.08], [0.24, 0.09, 0.04], [-0.10, -0.12, -0.19], [-0.10, 0.10, 0.08], [-0.14, -0.15, 0.00], [0.02, -0.16, -0.07], [0.14, -0.03, 0.05], [-0.01, -0.03, -0.16], [0.02, 0.18, 0.02]],
  "e_homo_ev": -9.576,
  "total_energy_ha": -271.7065,
  "relative_energy_kcal_mol": 28.9,
  "homo_lumo_gap_ha": 0.3940
}

# 5
{
  "formula": "C3H6O",
  "method": "ωB97M-V/def2-TZVPD",
  "species": ["C", "C", "C", "O", "H", "H", "H", "H", "H", "H"],
  "xyz": [[0.565, -0.791, 1.008], [-0.281, -0.402, -0.217], [-0.656, 1.003, -0.750], [0.069, -1.227, -1.027], [1.601, -1.041, 0.684], [0.601, 0.092, 1.608], [0.165, -1.681, 1.507], [-1.030, 1.754, -0.050], [0.310, 1.348, -1.158], [-1.343, 0.946, -1.604]],
  "atomic_forces_ev_per_a": [[-0.53, 1.10, 0.92], [3.67, -0.58, -0.66], [-0.17, -0.24, 0.28], [-2.07, -0.75, -2.68], [-0.97, 0.33, -0.06], [0.23, 0.24, 1.41], [-0.09, 0.50, 0.08], [0.10, -0.32, 0.15], [-0.34, 0.01, 0.23], [0.17, -0.29, 0.32]],
  "e_homo_ev": -9.212,
  "smiles": "CC(C)=O",
  "total_energy_ha": -193.0973,
  "relative_energy_kcal_mol": 28.8,
  "homo_lumo_gap_ha": 0.3641
}

# 6
{
  "formula": "CH6N4",
  "method": "ωB97M-V/def2-TZVPD",
  "species": ["N", "N", "C", "N", "N", "H", "H", "H", "H", "H", "H"],
  "xyz": [[2.021, -0.578, -0.043], [1.318, 0.628, -0.180], [0.082, 0.792, 0.147], [-0.771, -0.317, 0.164], [-2.153, -0.305, -0.164], [3.067, -0.418, -0.391], [1.931, -0.859, 0.819], [-0.487, 1.799, 0.212], [-0.166, -1.016, -0.403], [-2.322, 0.307, -0.967], [-2.520, -0.033, 0.807]],
  "atomic_forces_ev_per_a": [[1.74, 2.09, -7.56], [0.25, 3.09, 1.38], [-0.70, -0.32, -1.66], [2.64, -2.32, -0.97], [0.69, 0.54, 2.56], [-3.30, -0.36, 1.51], [-0.08, -2.20, 5.78], [1.54, -1.36, -0.35], [-1.99, 0.67, 1.25], [-0.36, 0.27, 0.76], [-0.43, -0.10, -2.71]],
  "e_homo_ev": -7.790,
  "smiles": "N/N=C\\NN",
  "total_energy_ha": -260.5925,
  "relative_energy_kcal_mol": 68.6,
  "homo_lumo_gap_ha": 0.3268
}

# 7
{
  "formula": "C22H58N2O8",
  "method": "ωB97M-V/def2-TZVPD",
  "species": ["C", "C", "O", "H", "H", "H", "H", "H", "H", "C", "C", "O", "H", "H", "H", "H", "H", "H", "O", "H", "H", "O", "H", "H", "O", "H", "H", "O", "H", "H", "C", "C", "C", "C", "C", "C", "N", "O", "C", "C", "C", "H", "H", "H", "H", "H", "H", "H", "H", "H", "H", "H", "H", "H", "H", "H", "H", "H", "H", "H", "C", "C", "C", "C", "C", "C", "N", "O", "C", "C", "C", "H", "H", "H", "H", "H", "H", "H", "H", "H", "H", "H", "H", "H", "H", "H", "H", "H", "H", "H"],
  "xyz": [[0.422, -2.461, 1.094], [0.234, -3.891, 0.522], [0.489, -4.820, 1.521], [1.419, -2.318, 1.513], [-0.283, -2.263, 1.900], [0.388, -1.698, 0.316], [0.839, -3.975, -0.380], [-0.768, -4.189, 0.211], [0.837, -5.617, 1.117], [2.006, 0.995, -3.858], [0.659, 0.247, -3.965], [0.891, -0.989, -4.566], [2.540, 1.116, -4.801], [2.609, 0.305, -3.267], [1.969, 1.972, -3.377], [-0.115, 0.869, -4.415], [0.211, -0.039, -3.014], [1.420, -1.506, -3.955], [2.290, -1.584, -0.571], [3.152, -1.334, -0.239], [2.377, -2.510, -0.795], [3.830, 0.459, -1.876], [4.026, 1.272, -2.344], [2.876, 0.449, -1.802], [0.509, -0.859, -1.085], [1.076, -0.130, -1.337], [1.083, -1.453, -0.601], [-0.274, -2.728, -2.272], [0.057, -1.930, -1.860], [-0.023, -2.644, -3.192], [-1.950, 0.480, 2.713], [-2.291, 0.137, 1.261], [-1.155, -0.801, 0.829], [-1.393, -1.395, -0.569], [-2.606, -2.237, -0.371], [-3.880, -1.493, 0.114], [-3.528, -0.553, 1.222], [-4.515, 0.200, 1.754], [-4.527, -0.701, -1.107], [-4.850, -2.563, 0.648], [-2.190, 1.425, 0.368], [-0.879, 0.529, 2.909], [-2.271, -0.251, 3.456], [-2.419, 1.417, 3.014], [-0.177, -0.324, 0.763], [-1.013, -1.510, 1.645], [-0.612, -2.065, -0.927], [-1.573, -0.537, -1.216], [-2.397, -3.123, 0.229], [-2.750, -2.610, -1.385], [-4.803, -1.350, -1.938], [-5.385, -0.154, -0.716], [-3.819, -0.103, -1.679], [-5.679, -2.168, 1.235], [-5.258, -3.329, -0.012], [-4.441, -3.204, 1.429], [-1.225, 1.931, 0.394], [-2.941, 2.169, 0.636], [-2.353, 1.060, -0.646], [-4.810, -0.315, 2.509], [0.027, 3.382, 0.268], [1.286, 2.606, -0.176], [2.448, 3.605, 0.105], [2.855, 3.579, 1.574], [3.239, 2.187, 1.999], [2.011, 1.144, 1.888], [1.470, 1.256, 0.513], [0.374, 0.504, 0.306], [2.551, -0.325, 2.115], [1.052, 1.488, 2.997], [1.185, 2.496, -1.732], [-0.190, 4.399, -0.058], [0.039, 3.349, 1.358], [-0.810, 2.762, -0.050], [3.346, 3.573, -0.512], [2.052, 4.619, 0.063], [1.965, 3.921, 2.101], [3.530, 4.339, 1.966], [3.814, 2.222, 2.925], [3.995, 1.786, 1.324], [3.083, -0.580, 1.198], [3.243, -0.227, 2.951], [1.798, -1.098, 2.269], [0.762, 2.535, 3.092], [0.120, 0.952, 2.819], [1.406, 1.124, 3.961], [0.406, 1.794, -2.031], [2.166, 2.079, -1.957], [1.055, 3.458, -2.228], [0.669, -0.235, -0.230]],
  "atomic_forces_ev_per_a": [[2.49, -3.48, 0.53], [-0.48, 1.07, -0.12], [1.37, -0.98, 1.10], [-0.04, -1.43, -0.20], [2.07, -2.01, -0.08], [-0.98, -2.52, 3.30], [0.44, -0.45, -0.08], [-0.24, 1.11, -0.50], [-0.07, -0.13, 0.13], [-0.51, -0.59, -0.79], [0.32, 1.02, 0.77], [-0.35, -0.87, -1.46], [-0.44, -0.34, -0.38], [-0.11, 0.37, -0.93], [0.02, -0.87, -1.42], [0.04, -0.51, -0.86], [0.14, 0.88, 0.23], [0.24, 0.02, -0.05], [7.03, -2.53, 0.11], [0.45, 0.24, 0.25], [0.24, -0.74, -0.22], [1.19, -0.56, 1.12], [0.18, 0.19, -0.06], [0.28, 0.19, 0.60], [-0.46, 0.93, -10.37], [1.03, 0.05, -2.18], [1.02, -0.84, -0.33], [0.60, -2.84, -3.03], [0.59, 0.34, -2.04], [-0.08, -0.27, -0.63], [-0.72, 0.25, 0.68], [2.44, 0.82, -0.46], [-5.23, -1.29, 0.84], [-3.48, -1.01, 3.95], [-1.23, -0.03, -1.42], [-0.11, 0.46, -1.00], [1.52, -2.88, -1.00], [-2.21, 0.96, 0.22], [0.47, -0.99, 0.41], [-0.52, -0.28, 1.27], [-1.20, -1.15, 0.58], [-2.20, -0.47, -0.35], [-0.45, -0.43, -0.29], [0.14, 0.23, 0.10], [-4.47, -2.98, 4.35], [-3.32, 1.97, -1.15], [-3.97, 0.41, 2.90], [-0.12, -0.53, -0.48], [-0.01, 0.31, 0.33], [-1.01, -0.50, -0.12], [-0.66, -0.64, 0.43], [0.10, 0.25, -0.38], [0.19, 0.67, 0.79], [-0.43, 0.57, -0.54], [0.06, 0.58, -0.78], [1.03, 0.16, 0.05], [-1.99, -2.85, 1.30], [-0.28, 0.01, -0.08], [-0.13, 0.55, -0.17], [-0.20, 0.16, 0.26], [-0.05, -0.98, 0.73], [0.14, 2.37, -0.25], [0.55, 0.63, 1.26], [-0.87, -0.30, 0.56], [-0.08, -1.33, -0.88], [1.63, 1.09, 0.77], [3.71, 3.68, -1.56], [3.69, 12.03, 2.80], [0.01, 1.87, -0.43], [-0.68, -0.44, 0.15], [0.91, -0.90, 2.87], [0.82, 0.02, -0.33], [-0.50, 0.31, 0.06], [1.20, 2.51, -0.74], [-0.10, -0.52, -0.37], [-0.14, -0.02, -1.01], [-0.33, -0.40, 0.35], [0.70, -0.05, -0.84], [-0.80, -0.45, 0.63], [0.16, 0.13, -0.52], [0.37, 0.16, 0.67], [-0.02, -0.45, 0.01], [0.22, 0.91, 0.53], [0.30, 0.02, -0.05], [1.93, 0.86, -0.05], [0.25, 0.12, 0.04], [-0.09, 0.20, 0.00], [-0.58, 0.64, 0.36], [-0.02, -0.01, 0.22], [-0.34, 1.54, 2.38]],
  "e_homo_ev": -6.971,
  "total_energy_ha": -1583.5036,
  "relative_energy_kcal_mol": 520.0,
  "homo_lumo_gap_ha": 0.2572
}

# 8
{
  "formula": "C5H7N3",
  "method": "ωB97M-V/def2-TZVPD",
  "species": ["C", "C", "C", "C", "C", "H", "H", "H", "H", "H", "H", "H", "N", "N", "N"],
  "xyz": [[-2.323, 0.230, -0.160], [-1.079, 0.993, 0.047], [0.370, 0.442, 0.091], [2.507, -0.626, -0.147], [1.956, 0.818, -0.134], [-1.371, -1.538, 0.341], [-3.296, -1.808, 0.517], [-3.180, 0.814, 0.004], [-1.200, 2.187, 0.232], [3.490, -0.568, -0.546], [2.232, 1.306, -0.902], [2.407, 1.323, 0.811], [-2.357, -1.126, -0.295], [0.323, -0.970, 0.055], [1.523, -1.478, 0.086]],
  "atomic_forces_ev_per_a": [[5.02, 1.25, 2.04], [-0.25, 1.49, -0.09], [-1.76, -3.43, -1.80], [-4.03, 2.14, 0.44], [-3.79, -4.41, 8.05], [-2.61, 1.51, -2.98], [2.94, 3.11, -3.29], [-1.27, 0.48, -0.32], [0.20, -3.19, -0.75], [1.02, -1.80, 0.45], [1.27, 3.90, -5.75], [-0.84, -0.67, -1.43], [-0.08, -4.21, 5.51], [-1.22, 5.51, 1.43], [5.40, -1.67, -1.53]],
  "e_homo_ev": -7.849,
  "total_energy_ha": -358.7295,
  "relative_energy_kcal_mol": 181.3,
  "homo_lumo_gap_ha": 0.2743
}